[1]
Entry from OMol25: 9 unconnected molecules or ions with the total composition C23H64N2O9 at a distorted geometry (ωB97M-V/def2-TZVPD).

Structure (XYZ):
```
98
Properties=species:S:1:pos:R:3:mulliken_charge:R:1
C -1.415 -4.725 -2.234 0.0817
H 5.055 2.501 1.168 0.4020
H 3.530 3.224 -4.862 0.5043
H -0.049 -5.877 -2.550 0.4150
H 4.669 2.283 -4.096 0.3884
C -3.627 -2.501 1.769 0.5600
H 3.030 -0.852 -4.775 0.2826
H -1.191 -2.808 -1.142 -0.4308
C 2.843 2.731 -2.932 1.9461
H 1.703 1.925 -0.442 -0.8251
C 1.797 -0.914 -3.238 0.6016
H -0.606 2.934 0.314 -0.2773
H -1.493 -5.017 -3.321 0.5509
H 1.630 -3.435 0.248 0.3850
C 0.907 -3.732 0.947 -1.9042
C -1.380 0.666 -1.685 -0.7113
H -3.828 1.015 3.211 0.4941
H 2.987 3.990 -1.719 0.4038
H -3.066 0.979 1.719 0.1762
H 3.704 -0.259 -3.200 0.2153
N 1.871 -0.901 -1.969 0.1112
H -1.104 -2.695 2.649 0.4957
H -2.815 -1.757 3.228 0.3896
H 3.205 1.509 -4.804 0.3241
H -0.839 1.584 -1.578 -0.1302
H 0.541 4.779 2.785 0.4311
H -2.396 -2.770 -2.437 0.2437
O 0.508 4.481 1.892 -0.4302
C -1.384 -3.193 -2.190 -0.2920
C -0.651 4.587 1.511 0.4664
H 1.551 -1.097 2.893 0.2663
C -2.545 -5.271 -1.383 -1.1865
H 0.095 -4.144 0.390 0.1403
H 0.471 0.651 3.246 0.2358
H -0.045 -1.835 1.146 -0.6354
H -3.448 -4.718 -1.720 0.2813
H -1.162 -0.800 4.311 0.3265
H -0.418 6.598 2.027 0.4165
C -1.051 6.072 1.407 -1.4443
C 4.006 2.515 0.813 -1.4504
H -2.120 6.106 1.752 0.3302
H 1.197 3.806 -3.994 0.4236
C 1.363 3.088 -3.189 -0.9381
C 1.880 1.433 0.538 2.6387
H 1.258 0.532 0.373 -1.7894
O -0.310 -5.195 -1.916 -0.4795
H 1.425 2.162 1.221 0.2310
O 3.768 0.384 -0.084 -0.5287
H 1.508 -4.447 1.547 0.4574
H 3.431 0.652 1.688 0.6733
O -0.629 -0.259 -0.923 0.7421
C -0.932 3.942 0.222 -1.0454
H 2.931 1.883 -2.182 -0.7589
C -2.931 1.309 2.713 -1.5235
H -2.756 -6.338 -1.616 0.4590
O -2.972 -2.644 2.847 -0.7566
H -1.654 1.232 4.398 0.6193
H -2.126 -1.315 0.795 -0.7895
H -0.543 4.363 -0.582 0.7158
H -2.982 2.403 2.575 0.3294
H 2.429 -1.550 1.472 0.2304
H -2.269 -5.300 -0.333 0.0927
H -0.660 -2.906 -2.963 0.2298
C -0.421 1.174 2.740 0.1328
H -4.284 -1.609 1.806 0.2588
H -1.398 0.244 -2.680 0.2664
H -4.822 -4.228 2.436 0.4072
H -0.337 2.222 2.793 0.4440
H -2.225 -3.099 0.452 -0.5406
C -4.399 -3.807 1.525 -1.4764
H 0.946 3.535 -2.285 -0.1720
H -3.277 -1.882 -0.241 0.9114
O -1.754 -0.467 3.667 -0.4167
H -1.000 6.427 0.358 0.3186
O -0.181 -2.933 2.677 -0.6985
H 3.952 2.999 -0.155 0.1260
O 3.451 3.725 -2.516 -0.6385
C 1.741 -1.912 2.212 -1.8838
H -3.680 -4.631 1.235 0.1514
H -0.441 0.997 1.608 -0.4112
C 0.504 -2.529 1.730 2.9502
C 3.582 2.356 -4.248 -1.8043
H 2.695 -0.628 -1.426 0.1993
H -1.301 4.144 2.215 0.1518
H -1.980 3.973 0.148 0.5029
N 2.990 -0.819 -3.752 -0.4726
H 0.970 -0.794 -1.489 -0.2965
C -1.654 0.760 3.456 -0.2175
H 0.906 2.244 -3.554 0.3327
C 3.333 1.185 0.787 -0.0202
H 2.320 -2.646 2.843 0.4478
C -2.722 -2.159 0.598 0.5656
H 3.370 3.110 1.464 0.3267
O 0.747 -1.051 -4.002 -0.7624
H -5.218 -3.746 0.872 0.3994
H -0.464 -0.116 0.025 -1.2520
H -2.342 0.965 -1.379 0.3997
H 4.461 -0.103 0.349 0.3892
```

The largest force on an atom is 11.27 eV/Å. The calculation puts the LUMO energy at 0.2 eV. The value obtained for the highest occupied orbital energy is -8.78 eV. For the gap between HOMO and LUMO, the calculation gives 8.94 eV. Its electronic energy is -46287.757 eV. The calculation puts the energy above the lowest of the compared OMol25 structures with the same formula, charge and spin at 8.794 eV. Its charge is 0.


[2]
Entry from OMol25: 9 unconnected molecules or ions with the total composition C23H64N2O9 at a distorted geometry (ωB97M-V/def2-TZVPD).

Structure (XYZ):
```
98
Properties=species:S:1:pos:R:3:mulliken_charge:R:1
H 1.383 3.367 2.204 -0.0232
H -1.616 4.461 -3.194 0.1593
H -0.129 0.372 4.504 0.3621
O -1.079 5.527 -0.739 -0.5317
C -1.655 0.165 3.013 1.6505
C 5.253 -2.085 -3.208 -1.3835
H -3.363 1.068 3.505 0.3639
C 3.340 -0.733 3.043 -0.3631
H -0.885 -1.264 4.457 0.4016
O -1.506 -2.776 -2.226 -0.4875
H -3.231 5.033 -3.524 0.2680
C 0.042 -7.094 1.023 -1.2880
H 0.435 -8.103 0.888 0.3336
H -0.249 -4.415 1.264 0.2689
C 1.222 4.910 -0.324 -1.5380
N 0.999 0.914 0.216 0.0684
H 0.196 -4.679 -0.421 0.2991
H -3.318 -4.600 -3.364 0.4111
H -2.525 2.149 -4.161 0.2106
C -3.464 -1.452 -1.769 -1.0417
H 1.812 4.835 3.061 0.4547
H 2.649 3.414 3.534 0.2877
H -3.644 -1.771 -0.744 0.1985
H 1.998 -6.236 0.409 0.2783
H 1.998 4.144 -0.386 0.3448
H -3.554 -4.388 -1.680 0.2950
H 2.773 -1.012 3.929 0.2783
H 4.123 -0.448 -3.964 0.1613
H 4.106 -2.469 -5.375 0.3165
O -0.821 1.002 -1.172 -0.7790
N 0.130 -1.006 -0.685 0.5926
C -4.526 2.839 -4.312 -1.4656
H -0.582 6.345 -0.803 0.3418
H -0.571 -1.513 -1.224 -0.2162
H 5.103 -3.094 -2.817 0.3596
H 2.480 1.233 2.978 -0.1102
H 2.375 -5.251 2.353 0.2728
H 0.832 -1.528 -0.197 -0.2004
H 0.351 2.476 4.473 -0.4004
H -0.506 3.924 0.398 -0.7406
H -5.243 3.524 -3.862 0.3498
C -2.889 -2.520 -2.665 0.5634
H -1.649 3.797 4.116 0.3999
O 3.411 -2.198 -4.774 -0.5418
C 0.583 -4.680 0.598 -0.6821
H -1.319 0.991 2.379 -0.4731
H -2.992 -0.445 1.485 0.3843
H 1.918 -1.138 -2.842 0.2965
H -2.866 -1.668 2.800 0.4201
C -2.502 4.266 -3.792 -1.0287
H -2.500 2.185 -1.943 0.2316
H 0.251 -0.779 3.207 -0.0229
C 1.680 3.756 3.179 -0.9368
H 2.761 -2.513 -2.232 0.2803
H -4.674 -3.667 -2.839 0.3606
H 0.638 1.769 0.610 -0.1209
H 6.003 -2.095 -3.997 0.4060
H -0.728 -6.908 0.280 0.3055
H 2.987 -2.018 1.541 0.1410
C 0.511 3.498 4.106 1.2834
H -1.084 -3.289 -2.922 0.2113
H -0.396 -7.121 2.025 0.3534
C 3.922 -1.483 -3.662 0.4772
H 3.233 -0.903 -1.672 0.3562
C 1.117 -6.042 1.033 0.5480
H -4.873 1.810 -4.185 0.3161
O 0.766 4.252 5.309 -0.6117
H 1.664 0.328 0.697 -0.0213
C -3.613 -3.848 -2.625 -1.3710
O -2.555 0.787 3.947 -0.6432
H -2.750 -2.102 -3.664 0.2439
H -1.567 -1.440 1.597 0.0864
C -0.791 3.957 3.462 -1.0442
H -1.011 3.340 2.585 -0.0619
H 3.936 1.121 3.817 0.4495
H -4.469 2.985 -5.392 0.3872
H 5.624 -1.500 -2.362 0.3341
C -3.165 2.887 -3.662 0.8124
H -2.252 4.342 -4.856 0.3701
H -4.429 -1.161 -2.195 0.4396
H -0.684 4.996 3.150 0.3712
C 3.460 0.759 2.897 -0.8282
H 1.301 5.521 0.577 0.3631
C 2.911 -1.470 -2.544 -1.0636
H 4.039 1.079 2.036 0.3012
C -2.328 -0.939 2.200 -1.2753
H -0.029 4.232 5.851 0.3467
O 1.683 -5.914 2.354 -0.5719
C -0.207 4.437 -0.526 1.3683
O 2.572 -1.245 1.931 -0.2659
H 4.362 -1.114 3.004 0.4297
H -2.864 -0.542 -1.809 0.1192
H -0.255 3.700 -1.332 -0.0919
H 1.282 -3.858 0.775 -0.1497
C 0.034 0.345 -0.579 0.5354
H 1.526 5.563 -1.156 0.5279
C -0.538 -0.414 3.872 -1.2400
O -3.331 2.521 -2.296 -0.5339
```

The largest force on an atom is 2.10 eV/Å. The calculation puts the LUMO energy at 0.0 eV. The value obtained for the highest occupied orbital energy is -9.33 eV. For the gap between HOMO and LUMO, the calculation gives 9.36 eV. Its electronic energy is -46296.551 eV. The calculation puts the energy above the lowest of the compared OMol25 structures with the same formula, charge and spin at 0.000 eV. Its charge is 0.


[3]
Entry from OMol25: 9 unconnected molecules or ions with the total composition C23H64N2O9 at a distorted geometry (ωB97M-V/def2-TZVPD).

Structure (XYZ):
```
98
Properties=species:S:1:pos:R:3:mulliken_charge:R:1
H -2.303 -3.077 2.969 0.1233
H -4.000 -4.039 1.242 0.3407
H -1.231 -0.839 5.860 0.3905
H 2.625 7.007 -2.301 0.4716
H -2.249 1.669 -0.533 0.4079
H -1.478 -2.496 5.408 0.4147
H -0.446 -4.041 1.824 0.9498
H -1.290 0.670 1.547 0.3730
O 1.028 3.356 -2.999 -0.4584
O 1.259 0.536 3.656 -0.6270
H -5.740 -5.849 -1.300 0.3416
N -0.331 1.975 -4.369 -0.3199
N 1.339 2.955 -5.273 -0.4415
H 1.341 2.305 -6.004 0.2152
O 1.610 -0.959 -2.404 -0.5181
C 2.417 4.406 -0.131 -0.4860
H -1.243 -4.277 0.377 0.3623
C 2.217 6.085 -1.857 -1.0051
H -5.192 -2.826 0.749 0.4078
C -2.824 -2.125 3.110 -0.9517
H 2.863 3.276 3.066 0.3861
O -2.587 -2.788 -2.996 -0.5829
C 2.727 -0.516 -2.125 0.5895
C 2.106 2.661 3.617 -1.6095
H 4.287 0.638 -3.252 0.3875
C -2.091 -1.758 -2.217 0.1090
C 2.445 0.634 -1.114 0.3617
H 1.402 -1.651 -1.722 0.4816
H -0.244 -0.193 0.546 -0.5876
H -5.387 -5.761 0.463 0.3493
H 3.648 -0.791 -4.060 0.4367
H -4.922 -3.486 -1.585 0.2584
H 3.279 0.077 1.729 0.1548
H -2.861 -1.003 -2.062 0.3118
C -1.866 -1.514 5.267 -1.8050
C -1.224 0.266 0.519 0.3242
C 3.387 0.027 -3.395 -1.5146
H 2.909 6.529 0.177 0.2085
H -0.241 -1.595 3.751 0.2553
O -3.502 -4.693 -1.201 -0.6024
H 2.403 3.681 -0.934 -0.0875
C -0.465 2.562 0.021 -0.6263
H 3.446 0.987 -0.846 0.6666
H -0.905 1.808 -5.196 0.2063
H 1.074 6.228 -1.702 0.2524
C 3.317 0.627 2.694 -1.3324
H 2.871 3.928 0.721 0.2102
C -5.704 -5.190 -0.407 -1.4266
H 0.401 -3.393 -1.404 0.3350
H 2.743 0.766 -3.943 0.0487
H 0.377 0.313 3.221 0.2680
H 1.355 4.564 0.124 0.2281
H -1.277 -2.615 1.113 -0.4462
H 3.408 -1.237 -1.668 0.4028
H -3.485 -2.647 0.140 -0.2626
H 1.968 0.512 -0.164 -0.1910
H 2.462 2.569 4.673 0.3371
O 4.222 5.655 -0.763 -0.4816
H 0.522 2.334 0.422 -0.3004
H 2.264 -1.817 0.742 0.0608
H 3.403 -0.223 3.437 0.3075
H 2.220 3.490 -5.200 0.2371
O 0.714 -2.772 -0.716 -0.5818
C -0.615 -3.521 0.939 -1.0759
C 1.509 -2.323 1.292 -0.9631
H -6.703 -4.770 -0.184 0.3222
H -2.984 -1.765 2.060 0.0686
H 0.172 0.874 -1.505 -0.2212
H -0.990 3.142 0.786 0.4879
H -2.084 -2.737 -3.804 0.3510
C -1.201 1.352 -0.539 -0.1437
C -1.943 -1.143 3.795 0.3843
H -3.831 -2.342 3.589 0.4665
C 0.666 2.744 -4.185 0.2517
H -2.448 -0.177 3.635 0.1989
O -0.809 -1.019 3.296 -0.2632
H -3.115 -4.128 -1.887 0.3440
H -1.239 -1.331 -2.769 0.3595
H 1.349 -4.274 0.310 0.3177
H 0.844 -1.581 1.725 -0.0486
H -0.762 1.650 -3.472 0.3371
C -4.595 -4.240 -0.803 0.5458
H 4.181 1.355 2.648 0.3077
H -2.917 -1.447 5.576 0.4575
H 1.195 3.256 3.567 0.3633
C 0.796 -3.289 0.430 0.4503
H -1.726 -2.087 -1.249 -0.6029
H 2.459 5.256 -2.590 0.1576
C 2.988 5.756 -0.597 0.1520
O -0.726 1.007 -1.630 -0.0088
H 1.965 1.426 -1.563 -0.8074
C -4.277 -3.385 0.407 -0.5614
H 4.498 6.362 -1.259 0.3280
H 1.485 1.306 1.947 -1.6508
C 1.974 1.278 2.941 3.1176
H -0.204 3.280 -0.740 0.3876
H 2.035 -2.840 2.128 0.5382
H -1.917 -0.561 0.364 -0.0751
```

The largest force on an atom is 11.12 eV/Å. The calculation puts the LUMO energy at 0.2 eV. The value obtained for the highest occupied orbital energy is -9.13 eV. For the gap between HOMO and LUMO, the calculation gives 9.31 eV. Its electronic energy is -46288.393 eV. The calculation puts the energy above the lowest of the compared OMol25 structures with the same formula, charge and spin at 8.159 eV. Its charge is 0.


[4]
Entry from OMol25: a molecular structure, C23H65Cl4HfN9O4P3 at a distorted geometry (ωB97M-V/def2-TZVPD).

Structure (XYZ):
```
109
Properties=species:S:1:pos:R:3:mulliken_charge:R:1
C 20.315 18.655 10.881 -0.8205
O 21.405 20.891 12.614 -0.8102
H 27.316 21.254 15.301 0.3413
H 17.695 23.674 14.361 -0.3335
H 22.020 26.263 11.938 0.0527
Cl 16.060 24.898 15.632 -0.1257
C 18.337 23.705 16.475 0.5972
H 19.307 16.803 12.520 0.3686
P 26.005 23.748 14.807 -0.3662
H 19.465 18.932 10.253 0.2668
H 21.353 24.066 15.688 0.2074
C 19.328 25.546 11.215 -0.8622
H 19.299 23.272 16.204 -0.6331
H 23.241 22.743 8.581 0.1774
H 25.201 27.014 13.737 0.4283
H 20.595 21.418 9.686 0.1589
Cl 21.616 28.344 18.043 -0.1458
N 26.081 25.403 14.829 0.5149
C 18.869 17.795 12.645 -1.2107
C 26.843 23.091 17.452 -1.1007
H 20.412 20.366 16.781 0.5221
H 26.631 26.469 16.520 0.3034
H 27.795 22.882 16.968 0.4301
H 27.544 26.901 15.047 0.4127
H 20.130 17.665 15.459 0.3145
H 23.797 22.900 16.672 0.1134
H 24.185 25.685 13.855 -0.1240
C 20.917 18.306 15.060 -1.1526
C 27.114 26.082 15.617 -1.0749
H 27.136 21.311 13.457 0.2380
H 21.147 19.348 10.796 0.0270
H 21.327 17.751 14.218 0.3903
O 21.954 23.519 13.753 1.2064
N 19.903 23.328 9.104 0.7752
H 22.183 25.336 14.787 0.0826
C 21.531 26.492 10.989 -1.0472
C 18.349 21.882 12.058 -1.1635
H 23.672 27.219 18.130 0.2690
H 22.040 26.532 20.222 0.4455
Hf 23.334 22.227 12.527 1.5634
N 22.184 24.518 8.603 0.3412
H 29.377 23.609 13.859 0.3255
H 19.398 25.230 12.262 0.0684
H 24.479 23.916 18.024 0.6181
C 24.937 26.218 14.439 -0.6762
H 20.561 24.825 14.331 -0.2042
C 18.877 24.028 8.325 -1.1946
Cl 20.679 25.124 18.828 -0.1285
H 27.852 25.407 16.047 0.3621
H 18.586 24.848 10.831 0.2576
H 24.103 24.557 16.412 0.0429
H 28.396 23.323 12.464 0.3535
C 22.184 26.037 19.266 -0.4078
H 19.034 23.808 7.267 0.3503
H 17.970 17.822 12.026 0.3517
H 28.696 21.382 14.229 0.3481
C 21.909 25.722 7.776 -1.0099
H 21.759 26.596 8.404 0.3333
H 17.691 21.310 11.398 0.2691
H 20.436 21.690 7.947 0.2926
O 21.913 23.247 10.932 0.1092
H 17.176 19.882 13.318 0.2942
C 22.626 26.917 18.115 0.4122
H 24.473 26.688 15.309 0.2400
H 22.784 25.944 7.170 0.3910
H 21.015 25.527 7.185 0.2598
C 27.654 21.675 14.355 -1.0382
H 17.837 20.219 14.933 0.3978
H 22.448 26.399 17.170 -0.5331
H 18.916 26.554 11.232 0.5241
N 19.896 18.787 12.306 0.2941
H 18.296 25.205 15.038 0.3001
H 26.590 22.180 18.001 0.3485
H 17.673 22.656 12.437 0.3762
H 21.476 21.266 15.729 0.2294
H 16.967 21.469 14.168 0.4703
H 22.248 26.725 10.203 0.3909
H 28.171 24.892 13.347 0.3678
C 22.946 23.504 7.857 -0.9636
O 24.902 23.204 13.901 -0.5662
C 19.976 21.887 8.917 -1.1237
H 26.842 23.924 18.156 0.4069
H 20.962 27.416 11.105 0.4804
H 17.886 23.638 8.567 0.3352
H 22.446 23.075 6.987 0.3174
P 20.165 20.200 13.172 0.1071
H 22.911 25.235 19.405 0.1328
N 20.597 25.498 10.490 0.2884
C 17.695 24.315 15.238 0.1394
N 20.433 19.673 14.748 0.2707
H 19.087 22.480 11.530 0.1303
C 24.496 23.691 16.961 -0.8524
Cl 17.442 22.216 17.004 -0.1573
N 25.830 23.415 16.452 0.3229
C 28.402 23.835 13.429 -0.9870
N 27.464 23.122 14.340 0.1667
H 20.511 17.610 10.649 0.4205
H 19.004 21.429 9.101 0.4434
H 18.565 17.869 13.688 0.3801
H 23.859 23.952 7.463 0.3921
H 19.705 21.393 15.614 -0.5374
N 18.802 21.142 13.219 1.1550
P 21.201 24.091 9.871 -0.5859
H 18.894 25.090 8.553 0.4450
C 21.531 24.464 14.685 -0.3312
H 21.671 18.515 15.817 0.4245
C 17.642 20.642 13.949 -1.3419
H 18.432 24.458 17.251 0.4305
C 20.535 20.699 15.750 -0.5062
```

The largest force on an atom is 10.86 eV/Å. The calculation puts the LUMO energy at -11.4 eV. The value obtained for the highest occupied orbital energy is -15.89 eV. For the gap between HOMO and LUMO, the calculation gives 4.48 eV. Its electronic energy is -125747.560 eV. Its charge is +3.


Question: Among the records above, which one has the highest charge?
Answer: C23H65Cl4HfN9O4P3


Question: Which formula does entry 2 have?
Answer: C23H64N2O9